[1]
ORCA calculation (ωB97M-V with the def2-TZVPD basis set) on a gas-phase ion, C6H10NO (charge +1) at a distorted geometry.

As for the total charge: +1. The LUMO energy (alpha / beta) comes out at -0.1638 / -0.1556 hartree. The calculation puts the energy relative to the best compared isomer or geometry (same formula, charge and spin) at 6.370 eV. Its electronic energy is -364.1132 Eh. As for the HOMO-LUMO gap (alpha / beta): 7.6 / 8.6 eV.

XYZ file:
```
18
Properties=species:S:1:pos:R:3:forces:R:3:nbo_charge:R:1
C 1.2133 3.7169 -1.1716 -1.83 -1.04 0.44 -0.07
C 0.1940 3.3588 -0.5750 1.67 0.10 -0.12 -0.16
C -0.7368 2.9449 0.3830 0.20 -1.92 0.86 0.16
C -0.9283 0.2946 1.1659 -1.39 2.12 -0.90 0.23
C 0.6470 -2.6674 -0.6921 1.12 -1.49 1.93 -0.66
C 0.5082 -1.7295 0.5307 -0.48 0.96 -2.55 -0.20
N -0.6793 -0.8421 0.1514 -2.24 -1.96 3.25 -0.56
O -0.8258 1.5101 0.5701 0.54 1.04 -0.62 -0.49
H 2.0423 3.8566 -1.8408 -0.24 0.30 0.25 0.26
H -1.1311 3.6646 1.1347 -0.01 -1.28 -0.49 0.24
H -1.8486 0.1715 1.8241 1.34 -0.26 -0.92 0.20
H 0.9447 -2.2499 -1.6307 0.68 0.80 -0.26 0.24
H 1.3857 -3.4725 -0.3765 -0.96 0.85 -0.77 0.27
H -0.3026 -3.1390 -0.9384 -0.17 -0.33 0.45 0.22
H 1.2883 -1.0172 0.7428 0.65 0.02 -0.42 0.23
H 0.3160 -2.2031 1.4423 -0.63 -0.98 1.19 0.23
H -1.5354 -1.4998 0.0862 1.32 1.26 0.64 0.43
H -0.5515 -0.6975 -0.8061 0.42 1.83 -1.95 0.44
```
Forces are in eV/Å.

---

[2]
ORCA calculation (ωB97M-V with the def2-TZVPD basis set) on 2 unconnected molecules or ions with the total composition C6H10NO3S at a distorted geometry.

As for the total charge: -1. The LUMO energy (alpha / beta) comes out at 0.0582 / 0.0582 hartree. The calculation puts the energy relative to the best compared isomer or geometry (same formula, charge and spin) at 2.946 eV. Its electronic energy is -913.1961 Eh. As for the HOMO-LUMO gap (alpha / beta): 4.1 / 4.1 eV.

XYZ file:
```
21
Properties=species:S:1:pos:R:3:forces:R:3:nbo_charge:R:1
C 2.1213 -3.7082 1.2564 1.75 -0.53 -1.89 0.68
C -0.1000 2.0915 -0.4914 -3.51 -0.37 0.21 -0.53
C -0.0521 1.9585 0.9823 -0.58 -0.30 0.12 -0.49
C -0.6710 0.7668 0.2894 0.61 1.19 0.15 0.33
C 1.7155 -3.4740 -0.2559 2.49 1.13 0.16 -0.76
C -2.1569 0.7224 0.4408 -1.03 -3.08 -0.56 -0.63
N 0.9950 -4.0841 1.9450 -1.86 0.32 1.89 -0.81
O 3.2768 -3.7105 1.7286 -3.41 0.28 -1.18 -0.56
O -1.2976 -4.1050 2.9366 1.30 0.92 -1.74 -0.85
O -0.1256 -0.4122 0.2948 1.11 -1.33 -0.53 -0.94
S -0.4036 -3.4223 1.9648 0.41 -1.26 1.63 1.51
H -0.8445 2.7748 -0.9760 0.84 -0.49 0.48 0.17
H 0.7545 1.9012 -1.0057 2.34 -0.45 -1.51 0.19
H 0.8916 1.8711 1.4797 0.32 -0.07 0.31 0.20
H -0.8476 2.4756 1.4486 -0.17 1.05 1.05 0.18
H 0.9987 -2.5909 -0.2637 0.93 -0.70 -0.22 0.30
H 1.2900 -4.3256 -0.8213 0.05 0.20 0.91 0.22
H 2.7347 -3.2567 -0.7440 -1.75 0.15 0.34 0.22
H -2.4041 0.0362 1.2959 0.39 0.64 -0.31 0.19
H -2.6468 0.1421 -0.4169 0.62 1.08 0.71 0.19
H -2.6303 1.6356 0.6264 -0.88 1.61 -0.02 0.17
```
Forces are in eV/Å.

---

[3]
ORCA calculation (ωB97M-V with the def2-TZVPD basis set) on 2 unconnected molecules or ions with the total composition C6H10NOPS at a distorted geometry.

As for the total charge: 0. The LUMO energy comes out at -0.0382 hartree. The calculation puts the energy relative to the best compared isomer or geometry (same formula, charge and spin) at 2.378 eV. Its electronic energy is -1104.0633 Eh. As for the HOMO-LUMO gap: 7.9 eV.

XYZ file:
```
20
Properties=species:S:1:pos:R:3:forces:R:3:nbo_charge:R:1
C -0.6320 0.8580 2.2573 0.66 -0.01 0.27 0.28
C -1.3270 1.7861 -0.1722 3.56 2.55 -1.85 -0.52
C 0.0568 1.0938 -0.0967 -1.72 0.89 -0.51 -0.41
C -2.5414 1.1921 0.1338 -2.01 -1.80 1.55 -0.19
C 0.0625 0.2880 1.1310 3.79 -2.87 1.29 -0.71
C 2.7091 -2.2313 -1.7536 -0.54 -1.98 -0.39 -0.89
N -1.2948 1.3595 3.0522 0.11 -0.01 0.15 -0.34
O -0.6708 -2.3309 1.7996 -0.10 -0.93 1.34 -1.06
P -0.4852 -1.5111 0.6154 -0.21 1.32 -1.02 1.29
S -2.7724 -0.3462 0.6020 -0.93 0.26 -0.71 0.17
H -1.2150 2.7082 0.4827 -0.49 -0.62 -1.06 0.27
H -1.5097 2.0794 -1.2421 0.38 0.53 0.68 0.27
H 0.2203 0.4206 -0.9272 0.06 -0.07 -0.53 0.22
H 0.7637 1.9119 -0.1486 0.44 -0.08 0.10 0.23
H -3.3001 1.9703 0.1252 -0.78 -0.58 0.11 0.23
H 2.3409 -1.2073 -1.7606 -0.79 -0.35 -0.08 0.21
H 1.2246 -0.1047 1.3311 -2.77 1.40 0.20 0.27
H 3.4509 -2.2610 -2.5833 0.75 0.01 1.57 0.23
H 2.8336 -2.5877 -0.6783 1.04 0.67 -1.57 0.23
H 2.0860 -3.0878 -2.1675 -0.47 1.66 0.48 0.23
```
Forces are in eV/Å.

---

[4]
ORCA calculation (ωB97M-V with the def2-TZVPD basis set) on a gas-phase ion, C6H10O (charge -1) at a distorted geometry.

As for the total charge: -1. The LUMO energy (alpha / beta) comes out at 0.1469 / 0.1441 hartree. The spin multiplicity is 2. The calculation puts the energy relative to the best compared isomer or geometry (same formula, charge and spin) at 0.470 eV. Its electronic energy is -309.7709 Eh. As for the HOMO-LUMO gap (alpha / beta): 3.9 / 6.5 eV.

XYZ file:
```
17
Properties=species:S:1:pos:R:3:forces:R:3:mulliken_spin:R:1
C 1.5906 1.6741 1.2169 -0.42 0.57 0.43 0.06
C 0.8190 0.4027 1.0055 0.57 -1.48 -1.25 -0.07
C 1.0588 -0.7513 1.7554 0.07 0.79 0.69 0.46
C -1.5144 -0.5395 -1.9089 0.33 -0.63 0.66 -0.07
O -2.2352 -1.7121 -2.3551 -0.11 0.15 0.41 -0.02
C -0.8270 -0.6750 -0.5732 0.41 0.18 -0.60 0.47
C 0.1200 0.2696 -0.2218 -0.63 0.70 0.15 0.06
H 2.4632 1.8292 0.5649 0.08 -0.44 0.11 0.00
H 1.8968 1.7739 2.2621 0.20 -0.04 -0.05 0.01
H 0.9496 2.5324 1.0060 -0.11 0.16 0.04 -0.04
H 1.4821 -0.6574 2.7553 0.09 -0.19 -0.11 0.01
H 0.8141 -1.7399 1.3812 -0.15 0.13 0.09 -0.03
H -0.7157 -0.4300 -2.6378 -0.28 0.56 -0.39 0.04
H -2.2242 0.3042 -1.8775 0.13 0.11 -0.47 0.02
H -2.7350 -1.9902 -1.5794 0.04 -0.15 -0.12 0.01
H -1.1779 -1.3630 0.1619 -0.42 -0.56 0.40 0.03
H 0.2352 1.0724 -0.9554 0.21 0.14 0.02 0.04
```
Forces are in eV/Å.

---

[5]
ORCA calculation (ωB97M-V with the def2-TZVPD basis set) on C6H10O in the gas phase at a distorted geometry.

As for the total charge: 0. The LUMO energy comes out at 0.0137 hartree. The calculation puts the energy relative to the best compared isomer or geometry (same formula, charge and spin) at 4.596 eV. Its electronic energy is -309.6735 Eh. As for the HOMO-LUMO gap: 8.6 eV.

XYZ file:
```
17
Properties=species:S:1:pos:R:3:forces:R:3:nbo_charge:R:1
O 2.6720 -0.0152 0.8885 -0.36 -0.89 -0.32 -0.53
C 2.5372 -1.2623 1.3234 0.45 -0.48 0.05 0.13
C 1.5447 -0.0006 -0.0470 -0.29 0.44 -0.45 -0.07
C 0.2367 0.4199 0.5695 0.00 0.09 0.07 -0.44
C -0.8095 0.6375 -0.4993 0.08 0.13 -0.01 -0.23
C -1.6971 -0.4890 -0.9579 0.01 -0.17 -0.09 -0.42
C -2.2566 0.6195 -0.1117 -0.17 0.11 0.11 -0.41
H 3.5439 -1.7002 1.1521 0.55 -0.01 0.88 0.06
H 1.9313 0.6787 -0.7998 -0.30 0.25 -0.23 0.20
H 1.4708 -0.9924 -0.5206 -0.11 0.41 0.03 0.20
H 0.4117 1.3430 1.1308 -0.11 0.00 -0.02 0.21
H -0.0987 -0.3420 1.2857 0.13 0.12 -0.16 0.23
H -0.5244 1.3575 -1.2660 -0.09 -0.09 0.12 0.21
H -1.9859 -0.5233 -2.0051 0.08 0.02 0.19 0.22
H -1.5679 -1.4664 -0.4988 0.01 0.18 -0.03 0.22
H -2.9249 1.3406 -0.5714 0.09 -0.14 0.04 0.22
H -2.4832 0.3949 0.9276 0.03 0.03 -0.17 0.21
```
Forces are in eV/Å.

---

[6]
ORCA calculation (ωB97M-V with the def2-TZVPD basis set) on C6H10O in the gas phase.

As for the total charge: 0. Its structure (SMILES) is C1=CCOCCC1. The LUMO energy comes out at 0.0402 hartree. The calculation puts the energy relative to the best compared isomer or geometry (same formula, charge and spin) at 0.646 eV. Its electronic energy is -309.8186 Eh. As for the HOMO-LUMO gap: 10.3 eV.

XYZ file:
```
17
Properties=species:S:1:pos:R:3:forces:R:3:nbo_charge:R:1
C -1.3061 -0.2558 0.3690 0.03 0.00 0.04 -0.43
C -0.6261 -1.4871 -0.2257 -0.24 -0.11 0.02 -0.06
O 0.6775 -1.2259 -0.7010 0.06 -0.02 -0.05 -0.53
C 1.5397 -0.5925 0.2222 0.16 0.05 0.13 -0.11
C 1.4539 0.9188 0.1982 -0.12 0.08 -0.03 -0.23
C 0.3588 1.6137 -0.1021 0.16 -0.09 -0.04 -0.17
C -0.9672 0.9905 -0.4602 -0.06 0.04 -0.09 -0.45
H -0.9980 -0.1057 1.4117 -0.01 0.02 -0.16 0.20
H -2.3886 -0.4353 0.3908 0.16 0.04 -0.05 0.22
H -0.6161 -2.3221 0.4941 0.03 0.15 -0.05 0.17
H -1.1845 -1.8149 -1.1101 0.10 0.01 0.13 0.19
H 1.3677 -0.9797 1.2411 0.03 0.05 -0.12 0.17
H 2.5523 -0.8952 -0.0629 -0.09 0.06 0.05 0.20
H 2.3833 1.4528 0.3937 -0.14 -0.09 0.06 0.21
H 0.4197 2.7004 -0.1551 0.03 -0.18 0.06 0.21
H -0.8999 0.7052 -1.5167 -0.22 0.02 0.01 0.22
H -1.7664 1.7328 -0.3869 0.11 -0.03 0.08 0.21
```
Forces are in eV/Å.

---

[7]
ORCA calculation (ωB97M-V with the def2-TZVPD basis set) on C6H10O in the gas phase.

As for the total charge: 0. Its structure (SMILES) is C[C@H]1C[C@H]1CC=O. The LUMO energy comes out at 0.0388 hartree. The calculation puts the energy relative to the best compared isomer or geometry (same formula, charge and spin) at 0.737 eV. Its electronic energy is -309.8153 Eh. As for the HOMO-LUMO gap: 10.7 eV.

XYZ file:
```
17
Properties=species:S:1:pos:R:3:forces:R:3:nbo_charge:R:1
C 1.7062 -0.1383 1.1651 0.03 0.12 0.04 -0.61
C 0.7438 -1.0839 0.4827 0.13 -0.03 -0.06 -0.22
C -0.7220 -1.0285 0.7967 -0.16 -0.05 0.12 -0.41
C -0.2459 -0.5957 -0.5568 0.04 0.01 -0.18 -0.23
C -0.2789 0.8481 -0.9775 0.10 0.06 0.08 -0.52
C -1.6360 1.4083 -1.3173 -0.23 -0.13 0.03 0.45
O -2.6813 0.8152 -1.2238 0.34 0.13 -0.06 -0.52
H 1.8763 -0.4150 2.2104 -0.01 -0.10 -0.14 0.21
H 1.3234 0.8861 1.1821 0.08 -0.14 0.05 0.20
H 2.6766 -0.1189 0.6578 -0.12 0.00 0.05 0.21
H 1.1587 -2.0737 0.2997 -0.13 0.14 0.02 0.21
H -1.2728 -1.9604 0.8469 0.02 0.11 0.06 0.22
H -1.0662 -0.2638 1.4894 0.07 -0.07 -0.12 0.21
H -0.4687 -1.2788 -1.3738 0.07 0.03 0.18 0.22
H 0.3901 1.0207 -1.8304 -0.12 0.03 -0.04 0.23
H 0.1184 1.5090 -0.1988 -0.09 0.00 -0.02 0.23
H -1.6218 2.4698 -1.6525 -0.01 -0.11 0.00 0.10
```
Forces are in eV/Å.

---

[8]
ORCA calculation (ωB97M-V with the def2-TZVPD basis set) on C6H10O in the gas phase at a distorted geometry.

As for the total charge: 0. Its structure (SMILES) is C[C@]12CC[C@H]1CO2. The LUMO energy comes out at 0.0404 hartree. The calculation puts the energy relative to the best compared isomer or geometry (same formula, charge and spin) at 2.563 eV. Its electronic energy is -309.7482 Eh. As for the HOMO-LUMO gap: 10.1 eV.

XYZ file:
```
17
Properties=species:S:1:pos:R:3:forces:R:3:nbo_charge:R:1
C 1.9438 0.2977 -0.7227 -0.16 0.11 0.07 -0.63
C 0.6124 0.1821 -0.0122 0.02 0.17 0.00 0.28
C 0.1669 -1.2045 0.5264 0.05 -0.02 0.05 -0.44
C -1.2260 -1.0016 -0.1280 -0.17 -0.27 -0.19 -0.40
C -0.8105 0.4082 -0.5950 -0.39 0.01 0.10 -0.26
C -0.9904 1.3391 0.6245 -2.00 -1.78 2.09 -0.09
O 0.3979 1.2420 0.9596 -0.23 0.09 0.42 -0.52
H 2.7666 0.1279 -0.0156 -0.20 0.04 -0.07 0.22
H 2.0415 -0.4441 -1.5264 -0.16 0.13 0.20 0.22
H 2.0622 1.2962 -1.1522 -0.01 -0.09 0.04 0.22
H 0.7200 -2.0565 0.1155 -0.02 0.23 0.06 0.21
H 0.1955 -1.2619 1.6188 -0.07 0.02 -0.17 0.22
H -2.0775 -0.9846 0.5581 0.12 -0.19 -0.22 0.21
H -1.4262 -1.6918 -0.9457 0.04 -0.09 0.00 0.20
H -0.9858 0.6950 -1.6385 -0.11 0.21 0.41 0.22
H -1.8077 0.8762 1.4151 2.30 -1.02 -1.05 0.12
H -1.5826 2.1805 0.9184 1.00 2.46 -1.74 0.22
```
Forces are in eV/Å.

---

[9]
ORCA calculation (ωB97M-V with the def2-TZVPD basis set) on 2 unconnected molecules or ions with the total composition C6H10O.

As for the total charge: 0. Its structure (SMILES) is C=C1CO[C@H]2C[C@@H]12.[H][H]. The LUMO energy comes out at 0.0398 hartree. The calculation puts the energy relative to the best compared isomer or geometry (same formula, charge and spin) at 2.453 eV. Its electronic energy is -309.7522 Eh. As for the HOMO-LUMO gap: 10.1 eV.

XYZ file:
```
17
Properties=species:S:1:pos:R:3:forces:R:3:nbo_charge:R:1
C 1.9391 -0.5501 -0.0464 -0.08 0.06 0.00 -0.42
C 0.7258 -0.0162 0.0410 0.14 -0.01 -0.04 0.02
C -1.0956 0.3489 -1.6213 -0.06 0.11 -0.20 -0.44
C -1.5845 0.4294 -0.2109 -0.18 -0.14 -0.05 0.10
C -0.5207 -0.5633 -0.5515 0.12 -0.14 0.04 -0.31
O -1.0669 1.4432 0.6059 -0.04 0.04 0.00 -0.51
C 0.3426 1.2804 0.7372 0.28 0.03 0.01 -0.12
H 2.0928 -1.4849 -0.5795 0.00 0.15 0.08 0.20
H 0.5256 -1.7874 1.8716 -0.11 -0.06 0.09 0.01
H 2.8125 -0.0843 0.4014 -0.14 -0.04 -0.01 0.20
H -0.4540 1.1492 -1.9806 -0.11 -0.12 0.03 0.22
H -1.7254 -0.1129 -2.3742 -0.02 0.10 0.13 0.22
H -2.6048 0.1606 0.0435 0.19 0.01 -0.02 0.21
H -0.6915 -1.6352 -0.5828 0.06 0.20 -0.04 0.24
H -0.1387 -1.9731 2.1512 0.02 -0.05 0.07 -0.01
H 0.8525 2.1432 0.2899 -0.05 -0.13 0.05 0.19
H 0.5911 1.2527 1.8056 -0.02 -0.01 -0.14 0.20
```
Forces are in eV/Å.

---

[10]
ORCA calculation (ωB97M-V with the def2-TZVPD basis set) on a molecular structure, C6H10O.

As for the total charge: 0. The LUMO energy (alpha / beta) comes out at 0.0242 / 0.0242 hartree. The calculation puts the energy relative to the best compared isomer or geometry (same formula, charge and spin) at 5.071 eV. Its electronic energy is -309.6560 Eh. As for the HOMO-LUMO gap (alpha / beta): 8.0 / 8.0 eV.

XYZ file:
```
17
Properties=species:S:1:pos:R:3:forces:R:3:nbo_charge:R:1
C -2.2190 0.7391 0.0688 -0.07 0.01 0.01 -0.69
C -0.8428 0.1810 0.0923 -0.04 0.01 -0.04 0.43
O -0.5227 -0.9342 0.7118 -0.16 0.04 -0.06 -0.42
C 0.8793 -0.5629 0.7836 0.29 -0.21 0.12 0.12
C 1.6440 -1.4035 -0.2470 0.09 -0.11 -0.04 -0.49
C 1.1749 -0.4032 -1.3005 0.06 -0.07 -0.26 -0.36
C 0.4810 0.5891 -0.2690 -0.14 0.31 -0.02 -0.39
H -2.7417 0.4255 -0.8458 0.08 0.04 0.14 0.23
H -2.7928 0.3853 0.9301 0.09 0.05 -0.13 0.24
H -2.1973 1.8337 0.0778 0.04 -0.19 0.00 0.24
H -0.3445 1.2445 2.2751 0.08 0.02 0.10 -0.06
H 0.2431 0.7621 2.2922 -0.13 0.15 0.04 0.04
H 1.3025 -2.4346 -0.3602 0.02 0.14 -0.01 0.22
H 2.7206 -1.3876 -0.0603 -0.17 -0.03 -0.03 0.21
H 1.9748 0.1207 -1.8267 -0.11 -0.08 0.13 0.22
H 0.4613 -0.7904 -2.0307 0.16 0.09 0.08 0.21
H 0.7795 1.6354 -0.2915 -0.11 -0.17 -0.04 0.24
```
Forces are in eV/Å.